(1)
Entry from OMol25: C40H76BN4O12Tl as an isolated structure in a non-equilibrium geometry (the ωB97M-V functional and the def2-TZVPD basis).

The geometry in XYZ format:
```
134
Properties=species:S:1:pos:R:3:forces:R:3
Tl 2.729367 2.085320 4.504700 -0.5 -0.7 0.0
O 2.239516 -0.596159 3.636835 0.4 0.1 0.3
C 2.047096 -0.955452 2.497747 -0.1 0.9 -0.4
O 1.223652 -0.354444 1.682584 -0.5 0.2 0.3
B 1.264169 -0.949653 0.321119 1.0 0.8 -0.1
O 2.174157 -2.117386 0.521821 -0.5 0.0 -0.9
C 2.730378 -2.092483 1.716258 -0.8 -0.4 1.1
O 3.485391 -2.856928 2.229245 0.4 -0.1 -0.5
O 1.885326 0.025964 -0.586446 -0.3 -0.1 0.2
C 0.958696 0.533022 -1.401632 0.9 0.4 -0.4
O 1.197441 1.404527 -2.185800 -0.7 0.0 0.0
C -0.345982 -0.302020 -1.222772 1.6 0.6 -1.3
O -0.077903 -1.102587 -0.226223 -0.9 -1.7 1.2
O -1.252983 -0.300209 -2.000796 -0.5 -0.1 0.7
C -2.490879 2.793174 -0.546494 0.6 0.0 0.6
C -3.961749 2.812496 -0.987669 -0.8 -0.5 1.2
C -4.799612 2.397012 0.279340 0.0 -0.2 0.9
C -5.072328 3.504626 1.321229 -0.8 0.2 -1.8
C -5.667331 4.644733 0.516499 -0.6 1.2 0.3
C -4.854423 5.207583 -0.660650 0.4 0.3 1.2
N -4.385166 4.119218 -1.552539 0.9 -1.4 1.5
O -3.551494 4.490370 -2.579127 -1.4 0.3 0.4
C -5.770251 6.079881 -1.477430 -1.0 -0.2 -1.7
C -3.621042 5.923172 -0.056647 1.1 0.5 -0.4
C -4.170810 1.728779 -2.020900 0.0 0.1 -0.6
H -2.450294 3.274849 0.432606 0.4 0.5 -0.3
H -1.759076 3.148870 -1.271253 -0.2 0.5 0.0
H -2.138925 1.784533 -0.320539 -0.6 -0.3 -0.3
H -5.709777 1.873944 -0.021513 -0.3 0.6 -0.2
H -4.304342 1.586118 0.824404 0.6 0.0 -0.5
H -4.191367 3.839492 1.867064 0.1 -0.2 -0.1
H -5.862561 3.293908 2.041784 0.3 -0.7 0.1
H -5.836948 5.461955 1.228416 0.3 0.4 -0.3
H -6.692815 4.490300 0.168246 0.1 -0.8 0.0
H -5.306154 6.657624 -2.282856 0.3 0.3 0.4
H -6.430239 5.399847 -2.032166 0.0 -0.1 0.1
H -6.497451 6.706191 -0.964724 0.6 0.2 0.5
H -3.199932 5.416836 0.810236 -0.3 -0.2 0.0
H -2.783080 5.997001 -0.755901 -0.2 -0.2 -0.2
H -3.781167 6.964121 0.230522 -0.7 -0.1 0.0
H -5.210785 1.593395 -2.319797 0.0 0.2 0.1
H -3.828711 0.807074 -1.555777 0.2 -0.1 -0.4
H -3.594417 2.029890 -2.896024 0.1 -0.6 -0.1
H -4.117766 5.169458 -2.996934 0.7 0.1 -0.4
C -2.140408 -0.507272 4.138879 -1.9 -1.9 -1.9
C -1.926516 0.924750 4.463237 1.8 -0.1 2.1
C -3.230586 1.636752 4.800952 -0.2 1.9 0.3
C -3.891263 1.331596 6.158802 0.4 -2.0 -1.3
C -2.901562 1.661142 7.258866 -1.0 -1.8 0.4
C -1.580604 0.895480 7.086009 1.3 0.2 -0.1
N -1.062534 0.960949 5.707214 -1.1 2.4 -0.3
O 0.272585 0.586475 5.541347 -0.7 -0.6 -0.2
C -0.540019 1.557601 8.013902 0.1 -1.0 0.0
C -1.691686 -0.560733 7.492607 0.4 -2.4 -0.6
C -1.141096 1.590356 3.348333 0.7 1.2 -0.4
H -2.883538 -0.986914 4.778668 0.3 0.0 0.3
H -1.320245 -1.207122 3.956596 0.6 0.5 0.7
H -2.627399 -0.614226 3.154287 -0.1 0.4 0.0
H -2.973274 2.692376 4.964555 0.2 0.1 -0.7
H -3.855782 1.592375 3.906996 -0.3 -0.2 0.2
H -4.067941 0.245036 6.137891 0.3 -0.1 0.4
H -4.923145 1.633260 6.333289 0.2 1.0 -0.3
H -3.341345 1.118078 8.102395 0.1 0.7 0.5
H -2.824767 2.715746 7.511364 0.3 0.1 -0.3
H -0.834099 1.243618 9.017729 -0.2 1.1 0.2
H 0.463382 1.129346 7.969757 -0.1 -0.2 -0.6
H -0.453547 2.612452 7.763223 -0.2 0.2 0.6
H -1.892285 -0.861706 8.521686 0.0 0.7 0.2
H -2.322578 -1.237118 6.903136 -0.7 0.8 -0.1
H -0.757932 -1.081877 7.233147 0.4 0.4 0.5
H -0.569514 2.496955 3.597603 -0.2 -0.1 1.0
H -1.756910 2.045259 2.566807 -0.3 -0.9 -0.3
H -0.357517 0.928658 2.979464 -0.5 -0.2 -0.5
H 0.220909 -0.385373 5.533629 0.7 0.0 -0.2
C 0.035476 -7.881844 -2.581152 1.1 -2.1 -0.6
C -0.799400 -7.271161 -1.460087 0.5 0.3 0.7
C 0.191101 -6.586914 -0.483121 1.2 1.1 -1.3
C 0.680872 -5.160277 -0.931572 -1.3 -1.4 0.6
C -0.493110 -4.346980 -1.385343 -0.1 2.1 0.1
C -1.418497 -4.955239 -2.460050 0.0 0.2 1.5
N -1.788305 -6.294300 -1.950580 0.9 -0.2 -1.0
O -2.764692 -6.924829 -2.729400 0.0 0.6 1.1
C -2.728742 -4.159263 -2.583189 -0.3 0.2 -0.6
C -0.661293 -5.042682 -3.794265 -0.8 -0.3 -0.7
C -1.543013 -8.320602 -0.638963 -1.1 0.2 0.3
H 0.527675 -8.813143 -2.254485 -0.5 0.1 0.9
H 0.970307 -7.394107 -2.863187 -0.6 0.9 -0.3
H -0.479116 -8.334190 -3.431595 -0.4 0.9 -0.2
H -0.169386 -6.587772 0.541821 -0.1 0.0 0.0
H 1.138609 -7.118266 -0.576741 -0.3 -0.7 0.7
H 1.414796 -5.219446 -1.734864 0.1 -0.2 0.2
H 1.135286 -4.734001 -0.039140 0.2 0.3 -0.3
H -0.084240 -3.388011 -1.730902 -0.2 -0.2 -0.7
H -1.074915 -3.935430 -0.552934 -0.3 -0.7 0.2
H -3.357842 -4.126532 -1.691267 0.3 -0.4 0.2
H -2.591079 -3.104333 -2.825992 0.5 -0.1 -0.1
H -3.322051 -4.588446 -3.391781 -0.1 0.1 0.0
H -1.182840 -5.708791 -4.486908 0.1 -0.3 0.2
H -0.722817 -4.085731 -4.313969 0.4 0.2 0.4
H 0.349329 -5.403998 -3.643356 0.1 0.2 -0.2
H -0.855126 -8.934881 -0.063345 0.1 -0.1 -0.2
H -2.272583 -8.932548 -1.169394 0.5 -0.2 -0.4
H -2.180591 -7.790928 0.077630 0.3 0.1 0.2
H -3.538604 -6.738760 -2.164984 -0.3 -0.4 -0.7
C 8.456302 2.305259 -2.862435 -1.5 0.2 1.3
C 7.153263 2.700848 -3.666455 1.9 1.0 -1.1
C 7.385828 2.282336 -5.138646 0.0 -0.9 1.2
C 7.251913 0.758965 -5.338518 -0.2 1.0 -1.1
C 5.834226 0.369812 -4.960074 1.3 0.5 0.5
C 5.583518 0.714350 -3.478869 -1.1 -1.0 -0.2
N 5.937127 2.106680 -3.139732 0.9 -0.9 0.0
O 5.734585 2.402204 -1.811762 0.0 0.1 -0.2
C 4.101056 0.501792 -3.184018 -1.1 0.0 0.5
C 6.337835 -0.309521 -2.584425 0.5 -0.4 -1.1
C 7.129277 4.246376 -3.623748 -1.9 -0.2 -0.5
H 9.335914 2.877367 -3.141305 -0.1 -0.2 -0.6
H 8.574776 1.227927 -2.833285 0.5 0.1 -0.1
H 8.237695 2.670313 -1.852969 0.2 -0.4 0.2
H 6.650955 2.809424 -5.747878 0.2 -0.1 -0.3
H 8.405855 2.572760 -5.381692 -0.1 0.4 -0.2
H 7.993840 0.123074 -4.856348 0.1 0.4 0.3
H 7.435384 0.622686 -6.407531 -0.2 -0.4 0.0
H 5.769564 -0.713660 -5.047225 -0.7 0.1 -0.2
H 5.157417 0.932300 -5.602171 -0.3 -0.4 0.0
H 3.447922 1.317111 -3.495166 0.3 0.2 0.0
H 3.663824 -0.381721 -3.655094 0.6 -0.1 -0.3
H 3.911213 0.313792 -2.125910 0.1 0.4 0.1
H 7.360482 -0.395087 -2.953868 0.4 0.7 1.0
H 6.121404 -0.130911 -1.533162 0.7 -0.1 0.1
H 6.073772 -1.350820 -2.791857 -1.0 0.3 0.0
H 6.256347 4.560275 -4.209671 0.0 0.0 -0.1
H 7.966381 4.683503 -4.159625 0.4 -0.1 0.5
H 6.908262 4.645649 -2.635944 0.7 0.0 0.1
H 6.102642 1.646443 -1.317917 -0.2 0.1 0.1
```
Positions in Å, forces in eV/Å.

The total energy comes out at -2888.19978 hartree. The lowest unoccupied orbital energy comes out at -10.57 eV. As for the HOMO-LUMO gap: 1.3 eV. As for the charge: +2.

Results of the Löwdin charge analysis, in e, for atoms 1 through 6:
1. Tl 1.075
2. O -0.029
3. C -0.387
4. O 0.208
5. B -0.848
6. O 0.229

(2)
Entry from OMol25: one molecule with the formula C6H12N2O in a non-equilibrium geometry (the ωB97M-V functional and the def2-TZVPD basis).

The geometry in XYZ format:
```
21
Properties=species:S:1:pos:R:3:forces:R:3
H -2.090568 0.838592 -2.159890 0.2 -0.1 0.2
N -1.329295 0.250434 -2.481035 -0.1 0.1 -0.3
C -0.671719 -0.331003 -1.558327 -0.3 0.6 -0.3
N 0.293205 -1.214406 -1.950458 0.2 -0.3 0.0
C -0.903887 -0.190872 -0.086699 -1.1 -0.5 0.6
C -1.915324 0.549982 0.386432 0.5 -0.1 -0.4
C -0.099544 -1.035117 0.875688 0.1 -0.2 -0.1
C 1.335589 -0.511907 1.010309 -0.2 2.0 -0.5
C 1.397248 1.055823 0.677324 1.2 -1.3 0.4
O 0.758828 1.838820 1.647421 -0.6 0.1 0.2
H 0.490573 -1.213869 -2.937941 0.0 0.0 0.0
H 1.044742 -1.456500 -1.339209 0.1 0.0 0.1
H -2.517833 1.194629 -0.235143 -0.1 0.0 -0.2
H -2.174675 0.553073 1.433036 0.1 -0.1 0.2
H -0.091241 -2.089656 0.559604 -0.1 0.3 0.1
H -0.585896 -0.984354 1.853019 0.0 -0.1 -0.1
H 1.685520 -0.635980 2.036392 0.1 0.0 -0.1
H 2.033239 -1.008557 0.336815 0.1 -0.1 0.0
H 1.087979 1.325275 -0.340871 -0.2 -0.4 0.1
H 2.453711 1.330109 0.730587 0.0 0.1 0.0
H -0.200651 1.735485 1.542945 0.3 0.1 0.0
```
Positions in Å, forces in eV/Å.

As for the structure (SMILES): [H]/N=C(/N)C(=C)CCCO. The total energy comes out at -420.53897 hartree. The lowest unoccupied orbital energy comes out at 0.55 eV. As for the HOMO-LUMO gap: 9.7 eV. As for the charge: 0. The value obtained for the relative energy (zero: lowest compared OMol25 entry of this formula, charge and spin) is 28.2 kcal/mol.

Results of the Löwdin charge analysis, in e, for atoms 1 through 6:
1. H 0.028
2. N 0.119
3. C -0.481
4. N 0.137
5. C -0.262
6. C 0.069

(3)
Entry from OMol25: C26H25F3IrN7O2S3 as an isolated structure in a non-equilibrium geometry (the ωB97M-V functional and the def2-TZVPD basis).

The geometry in XYZ format:
```
67
Properties=species:S:1:pos:R:3:forces:R:3
Ir 0.190939 -0.417010 -0.558956 -1.2 1.2 -3.0
F 0.844879 -1.199395 -3.557980 -0.1 0.3 0.6
C -0.208809 -1.203948 -2.687881 0.1 0.2 2.0
F -0.583082 -2.513653 -2.605326 0.2 0.4 0.1
F -1.214114 -0.579364 -3.343599 0.2 0.2 0.3
N 3.376424 -0.408361 -1.932719 0.1 0.0 -0.3
C 3.343243 -0.565513 -0.612482 -0.1 0.0 0.5
N 2.280175 -0.340742 0.132556 -0.1 -0.3 -0.6
C 2.531870 -0.561127 1.472930 0.7 -0.2 0.6
C 1.628723 -0.407301 2.521334 0.2 0.0 -0.4
C 2.047667 -0.682362 3.808352 0.0 0.0 0.1
C 3.351942 -1.093694 4.071127 0.0 -0.1 0.0
C 4.262653 -1.246572 3.041283 0.0 0.0 -0.1
C 3.842806 -0.977765 1.751076 -0.3 0.1 -0.1
S 4.761027 -1.077191 0.264576 -0.2 0.1 0.0
H 2.535279 -0.151329 -2.429843 0.0 -0.2 0.0
H 4.177620 -0.714684 -2.459188 -0.1 0.1 0.0
H 0.620607 -0.070001 2.320726 -0.2 0.0 0.0
H 1.354930 -0.565246 4.625140 -0.1 0.0 0.1
H 3.661712 -1.304547 5.083435 0.0 0.0 0.1
H 5.275499 -1.562505 3.230828 0.1 -0.1 0.1
C 0.355941 5.098936 1.559195 0.1 0.0 0.0
C 0.426512 5.586177 0.264225 0.0 0.1 0.0
C 0.562743 4.714459 -0.802699 0.0 0.0 0.0
C 0.634705 3.354509 -0.550405 -0.3 -0.1 -0.3
C 0.603515 2.860155 0.741907 0.1 -0.2 0.0
C 0.458098 3.736660 1.800341 0.1 0.0 0.1
H 0.226464 5.780899 2.384929 0.0 0.1 0.1
H 0.354694 6.647383 0.082931 0.0 0.1 0.0
H 0.590325 5.072816 -1.821023 0.0 0.1 -0.1
H 0.678448 1.789311 0.888776 0.0 0.1 0.2
H 0.415581 3.365021 2.812231 0.0 -0.1 0.1
O -3.303649 1.518704 0.855168 0.1 0.3 -0.4
S -3.079660 0.893345 -0.413657 -0.9 -0.9 0.8
O -3.514543 -0.464254 -0.559056 0.1 0.4 -0.6
N -1.437826 0.958711 -0.751140 1.0 1.4 -2.7
C -1.200219 1.925922 -1.672629 1.2 -3.0 3.1
S 0.520867 2.210504 -1.941276 0.3 0.5 -0.3
C -2.307740 2.559090 -2.233370 -2.6 1.3 -1.0
C -2.368864 3.600167 -3.182092 0.7 -0.9 0.8
C -3.599564 4.016640 -3.627105 -0.8 0.0 -0.2
C -4.780939 3.422410 -3.172432 0.6 0.1 0.1
C -4.742080 2.421870 -2.198717 -0.4 0.0 0.1
C -3.521676 2.014386 -1.740959 1.3 0.1 -0.1
H -1.451652 4.032461 -3.553429 0.0 0.1 -0.1
H -3.658954 4.808759 -4.357520 0.0 0.1 -0.1
H -5.729001 3.758495 -3.561524 -0.1 0.0 0.0
H -5.651182 1.983109 -1.820106 -0.1 0.0 0.0
C 0.289124 -5.939536 -2.053341 -0.1 -0.2 0.1
C -0.979022 -6.313756 -1.291857 -0.1 0.3 0.1
C -2.223173 -5.799907 -2.005734 0.1 -0.2 0.1
C -0.940452 -5.813739 0.168452 0.0 -1.2 -0.5
N -0.694750 -4.406264 0.254421 -0.8 1.2 0.1
C -1.545014 -3.363912 0.215474 0.4 0.1 0.0
N -0.821678 -2.270561 0.274215 -0.3 0.1 0.3
N 0.455548 -2.662014 0.335784 0.5 -0.9 0.6
N 0.535287 -3.927283 0.325889 0.9 -0.8 -0.1
H 0.319062 -6.457929 -3.008776 0.0 0.0 -0.1
H 1.178376 -6.210662 -1.489989 0.1 0.0 0.0
H 0.317164 -4.872760 -2.259292 0.1 0.1 0.0
H -1.050497 -7.402414 -1.225560 0.0 0.0 0.1
H -2.190464 -4.721540 -2.138791 0.0 0.2 0.0
H -3.122501 -6.059866 -1.449637 -0.1 0.0 0.0
H -2.295278 -6.250453 -2.991142 -0.1 0.0 -0.1
H -0.124400 -6.303878 0.701575 -0.2 0.1 0.1
H -1.893806 -6.032699 0.651368 0.1 0.1 0.1
H -2.610994 -3.392179 0.157494 -0.3 -0.2 0.0
```
Positions in Å, forces in eV/Å.

The total energy comes out at -3137.72290 hartree. The lowest unoccupied orbital energy (spin up / spin down) comes out at -4.45 / -4.35 eV. As for the HOMO-LUMO gap (spin up / spin down): 5.9 / 6.1 eV. As for the charge: +1. Its spin multiplicity is 2.

Results of the Löwdin charge analysis, in e, for atoms 1 through 6:
1. Ir 1.070
2. F 0.035
3. C -0.553
4. F 0.027
5. F 0.057
6. N 0.135

(4)
Entry from OMol25: a 2-piece molecular cluster, C4H11O2P overall in a non-equilibrium geometry (the ωB97M-V functional and the def2-TZVPD basis).

The geometry in XYZ format:
```
18
Properties=species:S:1:pos:R:3:forces:R:3
C -1.650702 -1.882994 -0.912259 0.6 1.5 -0.7
C -0.841451 1.912429 -0.089139 0.0 -1.2 -0.8
C 2.547526 0.293019 -0.885477 1.5 -1.1 0.6
C -0.558648 -0.818512 1.784597 -2.9 -0.7 0.9
O -1.565134 0.680907 -0.294212 -0.1 -0.8 0.2
O 1.812614 0.122095 0.224219 -3.1 -1.6 2.3
P -0.794563 -0.705275 -0.016919 -0.4 0.5 -0.3
H -1.412830 -2.903739 -0.648974 -0.1 -0.2 -0.3
H -1.991152 -1.589094 -1.988583 0.7 -0.7 2.3
H -1.353135 2.529467 0.617267 0.1 0.1 1.0
H -0.974556 2.379782 -1.026993 0.4 0.9 -1.0
H 0.179882 1.567867 0.062044 0.4 1.1 0.5
H 3.632956 -0.062045 -0.629907 -1.4 0.6 -0.9
H 2.479232 1.350343 -0.979398 0.8 1.2 -1.8
H 2.127864 -0.342475 -1.683399 0.6 0.5 -0.5
H -1.444178 -0.327635 2.408647 1.6 -1.1 -1.6
H -0.520253 -1.908902 2.023773 0.2 0.9 0.1
H 0.326526 -0.295236 2.034717 1.1 0.2 0.1
```
Positions in Å, forces in eV/Å.

The total energy comes out at -650.65991 hartree. The lowest unoccupied orbital energy (spin up / spin down) comes out at -0.87 / -0.60 eV. As for the HOMO-LUMO gap (spin up / spin down): 6.4 / 7.9 eV. As for the charge: 0. The value obtained for the relative energy (zero: lowest compared OMol25 entry of this formula, charge and spin) is 104.3 kcal/mol.

Results of the Löwdin charge analysis, in e, for atoms 1 through 6:
1. C -0.181
2. C -0.086
3. C -0.317
4. C -0.207
5. O -0.372
6. O -0.334